Below is a molecular structure, C14H9Cl8NO7Ti in a non-equilibrium geometry, with properties calculated with ωB97M-V/def2-TZVPD.

Geometry as XYZ:
```
40
Properties=species:S:1:pos:R:3:mulliken_charge:R:1
Ti 0.05 0.05 -0.14 0.287
O -0.94 -1.70 -0.83 0.010
C -2.27 -2.17 -0.40 -0.605
C -2.41 -1.93 1.11 -0.832
N -2.24 -0.54 1.55 0.242
C -3.17 0.55 1.14 -0.754
C -2.67 1.39 -0.10 0.422
O -3.29 2.35 -0.50 -0.617
O -1.50 1.00 -0.64 -0.370
C -1.62 -0.44 2.83 -0.674
C -0.08 -0.50 2.74 0.537
O 0.64 -0.38 3.73 -0.692
O 0.33 -0.75 1.53 -0.380
H -0.36 -2.35 -1.27 0.254
H -2.49 -3.25 -0.65 0.411
H -2.92 -1.58 -0.97 0.378
H -1.64 -2.49 1.61 0.395
H -3.44 -2.29 1.43 0.348
H -3.31 1.16 2.02 0.412
H -4.23 0.21 0.88 0.335
H -1.87 -1.26 3.57 0.355
H -1.85 0.53 3.20 0.306
Cl 0.14 1.44 -2.86 -0.159
C 1.44 0.31 -2.53 0.376
C 1.46 -0.62 -1.43 -0.534
C 2.43 -1.60 -1.41 1.119
Cl 2.54 -2.68 -0.07 -0.133
C 3.21 -1.86 -2.56 -0.020
Cl 4.21 -3.24 -2.72 -0.160
C 3.37 -0.79 -3.45 0.385
Cl 4.50 -0.80 -4.73 -0.169
C 2.49 0.34 -3.43 0.059
Cl 2.72 1.74 -4.37 -0.161
Cl 1.77 2.24 2.91 -0.128
C 2.09 3.31 1.59 0.704
Cl 3.84 3.19 1.21 -0.151
Cl 1.72 5.00 2.04 -0.141
C 1.29 2.92 0.27 0.152
O 1.18 3.78 -0.56 -0.484
O 0.86 1.69 0.23 -0.320
```

## Properties
HOMO level = -9.47 eV
LUMO level = -0.05576 Ha
ΔE to the lowest compared entry with this formula, charge and spin = 72.82 kJ/mol

---

Below is a molecular structure, C25H23Br2GeNO2Pd in a non-equilibrium geometry, with properties calculated with ωB97M-V/def2-TZVPD.

Geometry as XYZ:
```
55
Properties=species:S:1:pos:R:3:mulliken_charge:R:1
Pd 0.80 -0.12 -0.46 0.021
C 3.67 -1.16 -0.03 -1.198
C 2.80 -1.25 1.20 0.947
C 3.37 -1.91 2.31 -0.898
C 2.66 -2.21 3.45 -0.853
C 1.33 -1.70 3.55 0.281
C 0.77 -1.37 4.85 -0.203
Br 1.66 -1.81 6.46 -0.035
C -0.45 -0.77 4.95 -0.604
C -1.21 -0.60 3.79 -0.015
Br -3.04 -0.28 3.91 0.019
C -0.62 -0.66 2.44 0.153
O -1.42 -0.18 1.52 -0.294
C 0.71 -1.11 2.35 1.039
N 1.47 -1.02 1.21 0.228
H 3.21 -1.79 -0.82 0.239
H 4.62 -1.51 0.32 0.481
H 3.78 -0.08 -0.40 0.241
H 4.47 -2.09 2.30 0.362
H 3.04 -2.83 4.24 0.522
H -0.89 -0.47 5.87 0.529
Ge -1.43 -1.07 -0.19 0.752
C 0.09 -0.94 -2.08 0.211
C 0.67 -2.14 -2.49 0.113
C 0.63 -2.53 -3.81 -0.870
C 0.17 -1.66 -4.76 -0.588
C -0.25 -0.38 -4.38 -0.802
C -0.43 -0.06 -3.07 0.001
C -2.90 -0.04 -0.83 -0.125
C -3.99 -0.61 -1.48 -0.268
C -5.05 0.16 -1.94 -0.700
C -5.04 1.56 -1.82 -0.412
C -3.93 2.17 -1.17 -0.541
C -2.92 1.38 -0.69 -0.172
H -1.39 -2.56 0.15 0.087
H 1.15 -2.78 -1.73 0.415
H 0.93 -3.55 -4.06 0.414
H 0.20 -1.88 -5.79 0.479
H -0.55 0.36 -5.14 0.398
H -0.90 0.85 -2.78 0.537
H -4.09 -1.69 -1.52 0.368
H -5.93 -0.28 -2.38 0.442
H -5.84 2.22 -2.25 0.363
H -3.78 3.25 -1.13 0.372
H -2.11 1.89 -0.27 0.429
C 1.47 3.12 -1.00 -0.862
C 1.61 2.78 0.46 0.696
C 1.75 3.86 1.46 -1.257
O 1.56 1.57 0.84 -0.269
H 2.22 3.77 -1.46 0.438
H 0.48 3.58 -1.23 0.291
H 1.51 2.09 -1.46 0.070
H 2.03 3.46 2.44 0.315
H 0.84 4.49 1.54 0.334
H 2.51 4.54 1.00 0.379
```

## Properties
Net charge = +2
⟨S²⟩ = 2.028
HOMO level (alpha / beta) = -14.15 / -14.27 eV
LUMO level (alpha / beta) = -0.26007 / -0.34008 Ha
Multiplicity = 3

---

Below is a single C22H25N3O3S molecule in a non-equilibrium geometry, with properties calculated with ωB97M-V/def2-TZVPD.

Geometry as XYZ:
```
54
Properties=species:S:1:pos:R:3:mulliken_charge:R:1
C -5.83 -4.63 -0.27 -1.083
C -5.05 -3.37 -0.31 0.572
N -3.82 -3.33 -0.77 -0.711
O -3.39 -2.05 -0.68 -0.079
C -4.37 -1.28 -0.16 0.414
C -5.46 -2.08 0.10 -0.710
H -6.41 -1.81 0.51 0.446
C -4.13 0.13 0.03 0.315
C -2.90 0.69 -0.33 -0.704
C -2.68 2.03 -0.16 1.011
C -3.65 2.88 0.36 0.824
C -4.87 2.32 0.72 -0.969
C -5.11 0.97 0.56 -1.107
H -6.07 0.56 0.84 0.373
H -5.64 2.96 1.12 0.379
C -3.38 4.34 0.51 -1.872
H -2.55 4.49 1.21 0.362
H -4.25 4.87 0.87 0.419
H -3.06 4.76 -0.44 0.400
S -1.10 2.75 -0.63 1.360
O -0.49 3.36 0.52 -0.635
O -1.30 3.55 -1.80 -0.721
N -0.20 1.44 -1.15 -0.157
C 0.62 0.69 -0.30 0.795
C 0.26 0.49 1.03 -0.053
C 1.07 -0.27 1.85 -1.287
C 2.23 -0.84 1.37 -0.385
C 2.60 -0.65 0.04 0.197
C 1.80 0.12 -0.78 -0.847
H 2.08 0.28 -1.81 0.278
C 3.87 -1.27 -0.47 -0.838
N 4.97 -1.04 0.46 -0.062
C 5.34 0.36 0.56 -0.717
H 5.84 0.50 1.53 0.355
C 6.33 0.65 -0.59 -0.590
H 7.09 1.36 -0.28 0.358
H 5.80 1.08 -1.44 0.245
C 6.91 -0.73 -0.93 -0.540
H 6.68 -1.01 -1.96 0.251
H 7.99 -0.76 -0.80 0.371
C 6.20 -1.68 0.06 -0.839
H 6.82 -1.80 0.96 0.407
H 6.02 -2.67 -0.36 0.394
H 4.45 1.00 0.54 0.350
H 4.08 -0.88 -1.49 0.310
H 3.73 -2.35 -0.55 0.443
H 2.86 -1.43 2.01 0.464
H 0.78 -0.42 2.88 0.388
H -0.64 0.95 1.41 0.409
H 0.14 1.56 -2.09 0.220
H -2.13 0.05 -0.74 0.902
H -6.12 -4.86 0.76 0.275
H -5.22 -5.45 -0.66 0.344
H -6.73 -4.53 -0.86 0.276
```

## Properties
Structure (SMILES) = Cc1cc(-c2ccc(C)c(S(=O)(=O)Nc3cccc(CN4CCCC4)c3)c2)on1
HOMO level = -8.44 eV
LUMO level = 0.00603 Ha
ΔE to the lowest compared entry with this formula, charge and spin = 346.94 kJ/mol

---

Below is 2 unconnected molecules or ions with the total composition C3H11NO2S in a non-equilibrium geometry, with properties calculated with ωB97M-V/def2-TZVPD.

Geometry as XYZ:
```
18
Properties=species:S:1:pos:R:3:mulliken_charge:R:1
C -1.01 1.33 0.45 -0.646
O -1.54 2.27 -0.46 -0.529
C -0.32 0.22 -0.34 0.668
C -0.55 -1.18 0.16 -1.084
S -0.17 -2.50 -1.03 -0.194
N 1.16 0.50 -0.34 -0.756
H -0.27 1.79 1.12 0.296
H -1.73 0.92 1.16 0.339
H -1.86 3.02 0.04 0.310
H -0.62 0.32 -1.38 0.308
H -1.61 -1.39 0.31 0.368
H -0.09 -1.39 1.13 0.338
H 1.14 -2.62 -0.85 0.101
H 1.59 -0.22 -0.95 0.215
H 1.27 1.31 -0.94 0.249
H 2.04 0.92 1.43 0.384
H 2.61 2.10 2.29 0.302
O 2.04 1.32 2.32 -0.671
```

## Properties
Structure (SMILES) = N[C@H](CO)CS.O
HOMO level = -9.39 eV
LUMO level = 0.02930 Ha
ΔE to the lowest compared entry with this formula, charge and spin = 11.94 kJ/mol